DFT (the ωB97M-V functional and the def2-TZVPD basis) results for a molecular structure, BrH3N2 in a non-equilibrium geometry.

Its strongest force on any atom is 6.64 eV Å⁻¹. As for the total energy: -2685.128454 Eh. As for the multiplicity: 3. Its relative energy (zero: lowest compared OMol25 entry of this formula, charge and spin) is 25.3 kcal per mole. The calculation puts the LUMO energy (spin up / spin down) at 0.027 / -0.083 Ha. The HOMO-LUMO gap (spin up / spin down) comes out at 7.8 / 7.4 eV. Its expectation value of S² is 2.01.

```
6
Properties=species:S:1:pos:R:3:forces:R:3
N 0.76077 0.20997 -0.36909 0.9 1.5 1.8
N -0.15288 -0.68456 -0.03623 2.4 -3.3 5.2
Br -2.08125 0.19185 0.07774 -2.9 0.9 -0.3
H 0.45783 0.58487 -1.26764 0.2 0.7 0.4
H 0.92724 0.94810 0.47428 -0.2 -1.9 -2.7
H 0.08829 -1.25023 1.12094 -0.5 2.0 -4.5
```
Forces are in eV/Å.